# 1
{"formula": "C3H11NO", "method": "ωB97M-V with the def2-TZVPD basis set", "elements": ["C", "N", "H", "H", "H", "H", "H", "H", "C", "O", "C", "H", "H", "H", "H", "H"], "positions_angstrom": [[-1.3695, 0.1794, 2.2371], [0.5718, -3.8358, -4.2434], [-1.5129, -0.8735, 2.4609], [-1.2417, 0.7960, 3.1316], [-2.2982, 0.6141, 1.8404], [0.6548, -3.3932, -5.1434], [1.3256, -4.4886, -4.1097], [-0.3105, -4.3104, -4.1535], [0.5043, 1.4534, 1.5770], [-0.3978, 0.4823, 1.2807], [0.4842, 2.4962, 0.4439], [1.5772, 1.0965, 1.5335], [0.6131, 1.5839, 2.6662], [-0.5169, 2.5285, 0.0244], [1.1994, 2.1703, -0.3080], [0.7170, 3.5010, 0.7622]], "mulliken_spin": [0.012, 0.000, 0.032, -0.001, 0.067, 0.000, 0.000, 0.000, 0.072, 0.574, 0.080, 0.130, 0.018, 0.000, 0.001, 0.016], "lumo_ev": [-3.08, -9.30], "multiplicity": 2, "total_charge": 1, "homo_lumo_gap_ha": [0.319, 0.090], "s2": 0.754, "homo_ev": [-11.76, -11.76], "e_above_lowest_kj_mol": 263.5}

=====

# 2
{"formula": "C53H46KN5O8", "method": "ωB97M-V with the def2-TZVPD basis set", "elements": ["K", "O", "C", "O", "C", "C", "C", "C", "C", "N", "C", "O", "O", "H", "H", "H", "H", "O", "C", "C", "C", "C", "C", "C", "C", "C", "C", "O", "C", "C", "C", "C", "C", "C", "C", "C", "C", "C", "C", "C", "N", "C", "C", "C", "C", "C", "C", "C", "C", "C", "C", "C", "C", "H", "H", "H", "H", "H", "H", "H", "H", "H", "H", "H", "H", "H", "H", "H", "H", "H", "H", "H", "H", "H", "H", "H", "H", "H", "H", "H", "O", "H", "H", "C", "C", "C", "C", "C", "N", "C", "O", "N", "C", "C", "C", "C", "N", "C", "C", "C", "H", "H", "H", "H", "H", "H", "H", "H", "H", "H", "H", "H", "H"], "positions_angstrom": [[0.4890, -0.2691, 0.0532], [5.3268, -1.9829, 0.7347], [3.9726, -1.8694, 0.6260], [3.4259, -1.7963, -0.4350], [3.2913, -1.8766, 1.9618], [3.8545, -2.5288, 3.0443], [3.1302, -2.5439, 4.2302], [1.9186, -1.8858, 4.2813], [1.4487, -1.2172, 3.1478], [2.1221, -1.2409, 1.9980], [0.1271, -0.4050, 3.2537], [-0.4998, -0.6054, 4.3164], [-0.1265, 0.3583, 2.3041], [5.6426, -1.9690, -0.1807], [4.8182, -3.0107, 2.9520], [3.5164, -3.0615, 5.1003], [1.3006, -1.8569, 5.1675], [1.0650, 1.0519, -1.7114], [0.8447, 1.2844, -3.0277], [1.5132, 0.2022, -3.9378], [1.6715, -1.2280, -3.4478], [2.6329, -1.9915, -4.1174], [2.7823, -3.3257, -3.7970], [2.0087, -3.8555, -2.7818], [1.1131, -3.0276, -2.1057], [0.4564, -3.6123, -0.8690], [-0.9472, -3.1907, -0.2895], [-1.0065, -1.8961, 0.0734], [-1.0852, -4.1372, 0.9457], [-1.1659, -5.5273, 0.8633], [-1.2612, -6.3069, 2.0096], [-1.2770, -5.7042, 3.2652], [-1.2098, -4.3195, 3.3555], [-1.1214, -3.5475, 2.2009], [-2.1359, -3.4699, -1.2537], [-2.0376, -3.2573, -2.6288], [-3.1502, -3.3380, -3.4583], [-4.4006, -3.6306, -2.9340], [-4.5185, -3.8437, -1.5646], [-3.4028, -3.7660, -0.7425], [0.9288, -1.7482, -2.4668], [-0.6817, 1.3240, -3.3690], [-1.2247, 2.1999, -4.3085], [-2.5958, 2.2552, -4.5404], [-3.4550, 1.4291, -3.8298], [-2.9248, 0.5373, -2.9060], [-1.5563, 0.4766, -2.6856], [1.4372, 2.6777, -3.4201], [2.0969, 2.9801, -4.6076], [2.6153, 4.2531, -4.8485], [2.4720, 5.2568, -3.9053], [1.7950, 4.9767, -2.7196], [1.2916, 3.7079, -2.4860], [2.5321, 0.5298, -4.1560], [0.9879, 0.1638, -4.8999], [3.2392, -1.5316, -4.8887], [3.5048, -3.9426, -4.3208], [2.1127, -4.8918, -2.4836], [1.1454, -3.3718, -0.0472], [0.4867, -4.6998, -0.9800], [-1.1737, -6.0062, -0.1118], [-1.3276, -7.3871, 1.9253], [-1.3520, -6.3118, 4.1607], [-1.2344, -3.8269, 4.3220], [-1.1027, -2.4647, 2.2363], [-1.0829, -2.9932, -3.0610], [-3.0387, -3.1431, -4.5192], [-5.2718, -3.6780, -3.5776], [-5.4884, -4.0643, -1.1313], [-3.5196, -3.9191, 0.3239], [-0.5764, 2.8750, -4.8550], [-2.9908, 2.9597, -5.2648], [-4.5263, 1.4825, -3.9900], [-3.5752, -0.1295, -2.3507], [-1.1689, -0.2318, -1.9651], [2.2038, 2.2297, -5.3817], [3.1327, 4.4535, -5.7810], [2.8811, 6.2444, -4.0866], [1.6606, 5.7522, -1.9729], [0.7781, 3.4876, -1.5579], [-0.7939, 2.2027, -0.2501], [-0.8749, 1.6035, 0.5062], [-0.1052, 1.7582, -0.8418], [-3.5946, 0.5316, 4.2874], [-2.9864, 1.7488, 3.6454], [-1.9782, 2.4791, 4.2582], [-1.3653, 3.5582, 3.6270], [-1.7402, 3.9046, 2.3367], [-1.1944, 4.9855, 1.5964], [-0.1459, 5.8322, 1.7788], [-0.1117, 6.9252, 1.2199], [0.8585, 5.4860, 2.6695], [1.5653, 4.2592, 2.7486], [2.3938, 4.0497, 3.8400], [3.1398, 2.8869, 3.9038], [3.0260, 1.9748, 2.8664], [2.2314, 2.1632, 1.8182], [1.5040, 3.2776, 1.7597], [-2.7613, 3.1905, 1.7176], [-3.3751, 2.1384, 2.3664], [-3.3185, 0.4599, 5.3390], [-3.2133, -0.3679, 3.8000], [-4.6848, 0.5411, 4.1989], [-1.6303, 2.1750, 5.2388], [-0.5884, 4.1068, 4.1423], [-1.7165, 5.2298, 0.7705], [1.4322, 6.2950, 2.8447], [2.4387, 4.7904, 4.6317], [3.7810, 2.6845, 4.7522], [3.5946, 1.0488, 2.8780], [0.8281, 3.3679, 0.9132], [-3.0355, 3.4290, 0.6965], [-4.1395, 1.5710, 1.8455]], "mulliken_charge": [1.820, -0.564, -0.005, -0.258, 0.050, -0.660, -0.709, -0.964, 0.697, 1.142, -0.694, -0.792, 0.056, 0.356, 0.516, 0.401, 0.607, -0.678, 2.033, -1.785, -0.160, -0.561, -1.210, -1.278, 0.008, -2.164, 3.856, -1.014, -1.041, 0.252, -1.070, -0.534, -0.561, -0.340, -0.587, 0.088, -0.612, -0.569, -0.770, -0.488, 1.937, -0.181, -0.500, -0.724, -0.829, -0.629, -0.293, -0.739, 0.261, -1.024, -0.458, -0.868, -0.130, 0.836, 0.418, 0.463, 0.340, 0.449, 0.350, 0.471, 0.377, 0.384, 0.343, 0.446, 0.405, 0.109, 0.365, 0.350, 0.362, 0.418, 0.384, 0.396, 0.365, 0.515, 0.412, 0.403, 0.375, 0.371, 0.491, 0.438, -0.421, 0.029, -0.342, -1.499, 0.946, -0.567, -0.386, 1.006, 0.026, 0.145, -0.756, -0.066, 0.013, -0.203, -0.870, -0.291, -0.110, 0.259, -0.825, -0.429, 0.351, 0.075, 0.474, 0.224, 0.372, 0.189, 0.270, 0.404, 0.391, 0.354, 0.230, 0.041, 0.298], "lumo_ev": 3.82, "multiplicity": 1, "total_charge": -2, "homo_lumo_gap_ha": 0.224, "homo_ev": -2.29, "e_above_lowest_kj_mol": 185.2}

=====

# 3
{"formula": "C38H93Cl2NO24P6Zr", "method": "ωB97M-V with the def2-TZVPD basis set", "elements": ["Zr", "Cl", "Cl", "C", "C", "N", "H", "H", "H", "C", "C", "O", "P", "O", "O", "C", "C", "O", "C", "C", "H", "H", "H", "H", "H", "H", "H", "H", "H", "H", "H", "H", "H", "H", "H", "C", "C", "O", "P", "O", "O", "C", "C", "O", "C", "C", "H", "H", "H", "H", "H", "H", "H", "H", "H", "H", "H", "H", "H", "H", "H", "C", "C", "O", "P", "O", "O", "C", "C", "O", "C", "C", "H", "H", "H", "H", "H", "H", "H", "H", "H", "H", "H", "H", "H", "H", "H", "C", "C", "O", "P", "O", "O", "C", "C", "O", "C", "C", "H", "H", "H", "H", "H", "H", "H", "H", "H", "H", "H", "H", "H", "H", "H", "C", "C", "O", "P", "O", "O", "C", "C", "O", "C", "C", "H", "H", "H", "H", "H", "H", "H", "H", "H", "H", "H", "H", "H", "H", "H", "C", "C", "O", "P", "O", "O", "C", "C", "O", "C", "C", "H", "H", "H", "H", "H", "H", "H", "H", "H", "H", "H", "H", "H", "H", "H"], "positions_angstrom": [[0.9301, -0.1682, 0.0564], [2.8287, -1.3085, -1.3285], [2.3197, 0.8552, 2.0065], [-4.7083, -0.1377, -1.1734], [-3.3576, -0.2549, -0.6849], [-2.2821, -0.3475, -0.2979], [-5.2391, -1.0511, -0.9051], [-4.6942, -0.1174, -2.2631], [-5.3092, 0.7135, -0.8536], [-3.3786, -4.2811, -3.4530], [-2.4489, -3.0804, -3.6627], [-2.0899, -2.5754, -2.4249], [-0.7702, -3.0578, -1.6007], [-0.0755, -1.9812, -0.8215], [0.1186, -3.5830, -2.7950], [0.7722, -4.8685, -2.9083], [2.1121, -4.7163, -3.6000], [-1.3282, -4.3776, -0.7898], [-2.5038, -4.3383, -0.0039], [-2.6263, -5.6450, 0.7879], [-4.3125, -4.0617, -2.9355], [-3.7876, -4.6327, -4.4003], [-2.9138, -5.1622, -3.0105], [-1.6898, -3.5461, -4.2912], [-3.0757, -2.4183, -4.2601], [0.7445, -5.3692, -1.9405], [0.0737, -5.4321, -3.5268], [1.9378, -4.6680, -4.6749], [2.6475, -3.8433, -3.2268], [2.5464, -5.6886, -3.3674], [-2.5582, -3.4528, 0.6293], [-3.3544, -4.2185, -0.6750], [-2.4273, -5.5310, 1.8535], [-3.5992, -6.1287, 0.7016], [-1.9052, -6.3796, 0.4294], [-4.2367, 1.6452, -4.5735], [-2.9506, 0.9196, -4.6115], [-2.3310, 0.9359, -3.2669], [-0.7393, 0.7225, -3.1839], [-0.1522, 0.3221, -1.8180], [-0.4768, -0.3894, -4.3210], [0.6925, -0.5268, -5.1129], [0.6704, -1.9228, -5.7213], [-0.1619, 2.1472, -3.7281], [-0.6889, 3.4103, -3.2361], [-1.1306, 4.2141, -4.4160], [-4.0810, 2.7237, -4.5441], [-4.8403, 1.3880, -5.4439], [-4.8982, 1.3467, -3.7602], [-3.2234, -0.0927, -4.9099], [-2.3643, 1.5390, -5.2902], [0.8989, 0.1715, -5.9240], [1.5495, -0.4555, -4.4432], [0.5103, -2.6100, -4.8905], [-0.1610, -2.0762, -6.4093], [1.5470, -2.2898, -6.2552], [-1.5207, 3.2349, -2.5539], [0.1012, 3.8750, -2.6464], [-1.8582, 5.0050, -4.2341], [-0.2356, 4.6500, -4.8597], [-1.7184, 3.6937, -5.1722], [2.3692, 6.4223, -0.0510], [2.6155, 5.3802, -1.1088], [1.9587, 4.1079, -0.9709], [2.6870, 2.7571, -1.4553], [1.9684, 1.5266, -0.9454], [2.7741, 2.8784, -3.0255], [3.5913, 3.8994, -3.6401], [4.0132, 3.3245, -5.0364], [4.1800, 2.9290, -0.9259], [5.2442, 2.0254, -0.7190], [6.1721, 2.5692, 0.2784], [2.3870, 7.3780, -0.5748], [1.3719, 6.3050, 0.3730], [3.0744, 6.4660, 0.7791], [2.1386, 5.7118, -2.0311], [3.6922, 5.4001, -1.2777], [3.1745, 4.8983, -3.7681], [4.5360, 3.9882, -3.1038], [3.2762, 2.8923, -5.7132], [4.7293, 4.0232, -5.4690], [4.6916, 2.4835, -4.8932], [4.8687, 1.0589, -0.3830], [5.7577, 2.0080, -1.6804], [5.5323, 2.6740, 1.1546], [7.0672, 1.9631, 0.4182], [6.4996, 3.5673, -0.0124], [-1.3212, 6.3713, -1.0264], [-1.6299, 5.4503, 0.1574], [-0.9616, 4.1746, -0.0910], [-1.1188, 2.8795, 0.8394], [-0.2541, 1.6873, 0.4856], [-2.6847, 2.7046, 0.7561], [-3.5311, 2.2926, 1.7179], [-4.3149, 3.4737, 2.2897], [-0.8392, 3.3758, 2.3733], [0.4234, 3.8066, 2.7718], [0.2744, 5.1441, 3.5271], [-2.2138, 6.4807, -1.6423], [-1.1282, 7.3193, -0.5242], [-0.4300, 6.0083, -1.5384], [-1.2592, 5.9183, 1.0693], [-2.7197, 5.4385, 0.1727], [-4.3234, 1.6376, 1.3557], [-2.9715, 1.8844, 2.5596], [-3.7727, 4.4144, 2.3854], [-5.1329, 3.7066, 1.6079], [-4.6699, 3.1121, 3.2547], [0.7349, 2.9707, 3.3981], [1.0195, 3.8028, 1.8592], [1.2225, 5.5284, 3.9033], [-0.0461, 5.8160, 2.7308], [-0.5872, 5.0995, 4.1932], [-0.8879, 0.8589, 6.2414], [-0.2720, 0.4770, 4.8842], [-0.6544, -0.7355, 4.3711], [-1.3011, -0.9782, 2.9158], [-0.4718, -0.5310, 1.7120], [-2.7942, -0.4194, 3.0668], [-3.6134, -0.3916, 4.2197], [-5.0922, -0.2569, 3.6113], [-1.6073, -2.5454, 2.9036], [-1.6400, -3.3636, 4.1050], [-2.9511, -4.1028, 4.0520], [-1.9690, 0.7491, 6.1566], [-0.5311, 0.2298, 7.0569], [-0.7252, 1.9160, 6.4520], [-0.4358, 1.2770, 4.1622], [0.8144, 0.4270, 4.9568], [-3.5063, -1.2572, 4.8734], [-3.4034, 0.5453, 4.7357], [-5.4526, 0.7709, 3.6525], [-5.2393, -0.6363, 2.6001], [-5.8473, -0.7088, 4.2544], [-0.8373, -4.0867, 4.2499], [-1.4257, -2.7461, 4.9772], [-3.1253, -4.9466, 4.7197], [-3.8031, -3.4710, 4.3030], [-3.1864, -4.2639, 3.0000], [1.8551, -2.6154, 5.6384], [2.7636, -2.4290, 4.4305], [2.4630, -3.5166, 3.4940], [2.6134, -3.2422, 1.8543], [1.5952, -2.3618, 1.2310], [4.0724, -2.5752, 1.6805], [5.3898, -3.2157, 1.8736], [6.4530, -2.1906, 2.3591], [2.8497, -4.7082, 1.1671], [1.8380, -5.6354, 1.3831], [2.4530, -6.9353, 0.6358], [2.1624, -2.1504, 6.5751], [0.9145, -2.0925, 5.4657], [1.5315, -3.6522, 5.7301], [2.5577, -1.4387, 4.0245], [3.8014, -2.5035, 4.7555], [5.4690, -4.0948, 2.5131], [5.6230, -3.5915, 0.8774], [6.4938, -2.2649, 3.4458], [7.3817, -2.4290, 1.8407], [6.2010, -1.1535, 2.1378], [1.6199, -5.7663, 2.4430], [0.9457, -5.4094, 0.7992], [2.0014, -7.9038, 0.8508], [2.4853, -6.7014, -0.4283], [3.4925, -7.0954, 0.9219]], "mulliken_charge": [-1.915, -0.495, -0.553, -1.754, 0.305, 0.765, 0.518, 0.157, 0.272, -1.609, 0.441, 0.529, -1.195, 1.859, 0.182, -0.459, -1.206, -0.444, 1.264, -1.662, 0.317, 0.513, 0.269, -0.079, 0.094, 0.363, 0.387, 0.361, 0.155, 0.476, -0.549, 0.150, 0.437, 0.392, 0.339, -1.481, -0.068, 0.339, -1.423, 2.410, 0.161, -0.150, -0.799, -0.344, 1.605, -1.796, 0.307, 0.451, 0.238, 0.095, 0.300, 0.272, 0.230, -0.301, 0.323, 0.480, -0.022, -0.637, 0.352, 0.413, 0.322, -1.321, -0.111, 0.132, -0.876, 1.254, 0.469, -0.170, -1.466, -0.437, 0.268, -1.446, 0.383, 0.025, 0.408, 0.304, 0.345, 0.268, 0.321, 0.302, 0.400, 0.368, 0.006, 0.274, 0.299, 0.417, 0.344, -1.069, 0.128, 0.031, -1.166, 2.429, -0.257, 0.802, -1.748, -0.353, 0.410, -1.319, 0.302, 0.449, 0.006, 0.024, 0.200, 0.300, -0.517, 0.326, 0.433, 0.421, 0.132, -0.054, 0.404, 0.207, 0.296, -1.450, 0.756, 0.279, -1.423, 1.308, -0.201, -0.126, -1.330, 0.245, 0.030, -1.206, 0.266, 0.352, 0.424, -0.671, 0.425, 0.639, 0.061, 0.267, 0.232, 0.413, 0.180, 0.391, 0.419, 0.250, 0.019, -0.858, 0.243, -0.385, -0.702, 0.844, -0.002, -0.379, -1.209, -0.294, 0.248, -1.262, 0.426, -0.207, 0.345, 0.022, 0.304, 0.357, 0.411, 0.346, 0.379, 0.181, 0.358, -0.174, 0.398, 0.220, 0.362], "lumo_ev": -3.69, "multiplicity": 1, "total_charge": 2, "homo_lumo_gap_ha": 0.348, "homo_ev": -13.16, "e_above_lowest_kj_mol": 0.0}